1.
Entry from OMol25: a cluster of 2 separate species, C27H49Si4 in total (wB97M-V/def2-TZVPD).

Its net charge is +1. The value obtained for the HOMO energy is -11.610 eV. The value obtained for the gap between HOMO and LUMO is 0.222 Eh.

Each line ends with the Mulliken charge.
Cartesian coordinates (Å):
1 C 1.166437 0.216500 6.172905  -1.088
2 Si -0.028466 0.941489 4.902340  0.360
3 C -1.733489 0.922083 5.713893  -1.092
4 C 0.449247 2.761265 4.710964  -0.951
5 C -0.034745 -0.090942 3.318553  -0.532
6 Si 0.404255 0.708780 1.660386  -0.369
7 H 0.258668 -0.265770 0.443892  -0.184
8 C -0.736429 2.176129 1.446046  -0.597
9 Si -1.610203 2.096009 -0.205774  -0.120
10 C -2.857130 3.503509 -0.305961  -1.081
11 C -0.368171 2.294430 -1.608331  0.044
12 C -2.524307 0.461573 -0.426598  -0.668
13 C 2.131746 1.418436 1.851358  -0.654
14 Si 3.405281 0.843967 0.604938  0.122
15 C 4.075797 2.340419 -0.325843  -1.094
16 C 4.846479 0.031913 1.504837  -1.123
17 C 2.733847 -0.380205 -0.653934  -0.373
18 H 2.200141 0.197402 5.800904  0.329
19 H 1.155677 0.813347 7.095804  0.302
20 H 0.879314 -0.809951 6.437371  0.308
21 H -2.507466 1.332925 5.051085  0.326
22 H -2.024329 -0.101591 5.985181  0.302
23 H -1.729780 1.522328 6.634457  0.306
24 H -0.236055 3.320295 4.059333  0.273
25 H 0.402219 3.219646 5.710103  0.436
26 H 1.471848 2.899286 4.333543  0.271
27 H 0.659164 -0.937732 3.466147  0.408
28 H -1.039683 -0.537737 3.209007  0.340
29 H -1.470083 2.207870 2.268888  0.408
30 H -0.144905 3.107598 1.519308  0.501
31 H -3.375756 3.460444 -1.273131  0.286
32 H -3.609672 3.432694 0.490822  0.314
33 H -2.361298 4.480487 -0.226230  0.312
34 H -0.927671 2.407986 -2.546933  0.090
35 H 0.258370 3.188099 -1.476865  0.466
36 H 0.293604 1.426749 -1.718166  -0.495
37 H -3.028490 0.479511 -1.402745  0.269
38 H -1.868292 -0.420212 -0.408809  0.003
39 H -3.290338 0.333640 0.351742  0.463
40 H 2.058134 2.523019 1.810974  0.472
41 H 2.501297 1.185242 2.867047  0.388
42 H 4.775821 1.996824 -1.099106  0.337
43 H 3.273590 2.911708 -0.814825  0.301
44 H 4.616402 3.013041 0.354375  0.315
45 H 5.580613 -0.315221 0.765371  0.311
46 H 5.346497 0.741687 2.177557  0.323
47 H 4.518979 -0.834820 2.096239  0.334
48 H 3.559738 -0.661658 -1.322262  0.498
49 H 2.354483 -1.298096 -0.185059  0.331
50 H 1.933730 0.037035 -1.277647  -0.419
51 C -2.707708 -6.535435 -0.127789  -1.404
52 C -1.991893 -5.404968 -0.797769  1.039
53 C -0.586104 -5.362723 -0.835955  -0.737
54 C 0.087108 -4.299302 -1.400911  -0.759
55 C -0.605489 -3.157112 -1.951551  0.917
56 C 0.170829 -2.064676 -2.420377  -0.136
57 C -0.148411 -1.082880 -3.405739  1.299
58 C 0.945810 -0.370864 -4.023444  -0.852
59 C 0.735295 0.692124 -4.889298  -0.558
60 C -0.562546 1.116304 -5.225721  1.070
61 C -0.767885 2.309161 -6.106819  -1.542
62 C -1.633107 0.391171 -4.699250  -1.178
63 C -1.447661 -0.703345 -3.854158  -0.166
64 C -2.029494 -3.253414 -1.951683  0.010
65 C -2.682877 -4.347601 -1.399704  -1.177
66 H -3.791167 -6.400116 -0.222032  0.360
67 H -2.434695 -7.502890 -0.569198  0.362
68 H -2.455201 -6.571413 0.940354  0.338
69 H -0.036292 -6.203457 -0.404040  0.398
70 H 1.181154 -4.323253 -1.474788  0.413
71 H 1.237741 -2.144904 -2.202928  0.267
72 H 1.966911 -0.711850 -3.829625  0.407
73 H 1.582920 1.222014 -5.322917  0.442
74 H -1.841213 2.498456 -6.237801  0.373
75 H -0.307683 3.201460 -5.660328  0.338
76 H -0.316343 2.159381 -7.097253  0.405
77 H -2.645229 0.687481 -4.970324  0.326
78 H -2.320093 -1.280603 -3.566682  0.223
79 H -2.630278 -2.466051 -2.404254  0.201
80 H -3.771020 -4.392103 -1.425135  0.319

Forces on atoms 1 to 3 (eV/Å):
C 0.04 -0.11 -0.19
Si 0.01 0.44 0.69
C -0.03 -0.08 -0.19

***

2.
Entry from OMol25: a cluster of 12 separate species, C27H50BCl22NO4S in total (wB97M-V/def2-TZVPD).

Its net charge is 0. Its SMILES is CC(=O)OC(=O)CB(O)N=C=S.ClCCCl.ClCCCl.ClCCCl.ClCCCl.ClCCCl.ClCCCl.ClCCCl.ClCCCl.ClCCCl.ClCCCl.ClCCCl. The value obtained for the HOMO energy is -9.631 eV. The value obtained for the gap between HOMO and LUMO is 0.364 Eh.

Each line ends with the Mulliken charge.
Cartesian coordinates (Å):
1 C 0.616249 2.026741 -3.266065  0.094
2 C -0.275894 0.887540 -3.640112  0.763
3 O -1.304001 0.914688 -4.249459  -0.604
4 O 0.250898 -0.321394 -3.174658  -0.151
5 C 0.614132 -1.309296 -4.083191  0.504
6 O -0.060480 -1.639600 -5.010040  -0.542
7 C 1.938013 -1.862723 -3.667115  -0.517
8 B 2.889081 -0.797318 -3.005821  0.691
9 O 3.156303 -0.888335 -1.673410  -0.543
10 N 3.480076 0.255746 -3.847452  -0.407
11 C 4.654820 0.573416 -3.836138  0.468
12 S 6.163803 0.968746 -3.789045  -0.344
13 H 1.091395 1.846431 -2.299533  -0.014
14 H 0.022948 2.944518 -3.259984  -0.093
15 H 1.411894 2.087540 -4.018779  -0.043
16 H 2.361531 -2.328017 -4.565704  0.298
17 H 1.747902 -2.655563 -2.925684  0.257
18 H 3.614880 -0.132244 -1.284182  0.225
19 Cl 3.806371 2.652039 -1.355055  -0.059
20 C 4.223667 4.281742 -0.758562  -0.655
21 C 5.705283 4.459421 -0.559643  -0.470
22 Cl 6.337604 3.499868 0.801773  -0.157
23 H 3.675723 4.442550 0.165826  0.339
24 H 3.870061 4.983844 -1.510975  0.325
25 H 5.899475 5.504835 -0.325922  0.342
26 H 6.268695 4.182029 -1.446807  0.295
27 Cl 0.581993 0.546237 0.053791  -0.183
28 C -0.488514 -0.877280 0.016614  -0.145
29 C -1.706784 -0.691176 0.876854  -0.715
30 Cl -1.306658 -0.654628 2.619873  -0.264
31 H 0.099438 -1.740053 0.320430  0.276
32 H -0.803681 -1.006121 -1.017456  0.140
33 H -2.393680 -1.522034 0.727869  0.380
34 H -2.217182 0.237430 0.643914  0.454
35 Cl -6.210119 -3.014762 3.190293  -0.108
36 C -5.416684 -1.494573 3.702919  -0.221
37 C -6.121042 -0.284513 3.146477  -0.337
38 Cl -5.991939 -0.169694 1.367596  -0.226
39 H -4.374019 -1.543041 3.395513  0.032
40 H -5.459265 -1.456068 4.789703  0.327
41 H -5.679663 0.619624 3.562936  0.206
42 H -7.181836 -0.309514 3.381688  0.356
43 Cl -10.372937 -0.167447 -0.744921  -0.196
44 C -8.962024 -1.240381 -0.540468  -0.067
45 C -9.363527 -2.654586 -0.214588  -0.438
46 Cl -10.095060 -2.793846 1.405497  -0.188
47 H -8.335855 -0.819720 0.240526  -0.047
48 H -8.413098 -1.229205 -1.480615  0.311
49 H -8.478006 -3.288067 -0.218062  0.259
50 H -10.081866 -3.039720 -0.933164  0.367
51 Cl 1.508115 2.161116 -6.547748  -0.091
52 C 1.804693 2.284769 -8.300587  -0.560
53 C 2.638146 1.138583 -8.809451  -0.474
54 Cl 4.310516 1.199927 -8.193384  -0.172
55 H 2.287124 3.240624 -8.485249  0.345
56 H 0.831994 2.274176 -8.788914  0.299
57 H 2.692451 1.187758 -9.895360  0.344
58 H 2.212597 0.182792 -8.515742  0.306
59 Cl 10.412673 3.562723 -0.458865  -0.192
60 C 10.207567 2.011145 0.399723  -0.208
61 C 10.246529 0.831431 -0.536373  -0.525
62 Cl 8.820945 0.801210 -1.606904  -0.138
63 H 9.262644 2.056286 0.934254  0.129
64 H 11.017723 1.934426 1.121861  0.269
65 H 10.228747 -0.087450 0.047069  0.282
66 H 11.133775 0.839795 -1.163575  0.341
67 Cl -2.236933 4.444164 -3.569981  -0.223
68 C -3.454857 3.418676 -4.376839  -0.095
69 C -3.622672 3.778931 -5.827494  -0.453
70 Cl -4.371223 5.384631 -6.052875  -0.198
71 H -4.387166 3.523590 -3.828093  0.372
72 H -3.097207 2.394508 -4.302715  0.019
73 H -4.276924 3.051855 -6.304462  0.330
74 H -2.664562 3.787969 -6.339912  0.274
75 Cl 10.026565 0.327893 3.922823  -0.174
76 C 9.985266 1.622585 5.151703  -0.458
77 C 8.782813 2.516350 4.990131  -0.451
78 Cl 8.870666 3.473658 3.490176  -0.149
79 H 10.909098 2.187498 5.063034  0.306
80 H 9.954191 1.138036 6.125649  0.330
81 H 8.735764 3.217705 5.821033  0.321
82 H 7.862839 1.938805 4.958512  0.292
83 Cl -1.364319 -4.047154 1.862025  -0.131
84 C -2.344649 -5.498128 2.215481  -0.578
85 C -3.319716 -5.248470 3.336929  0.248
86 Cl -2.478145 -5.011771 4.897638  -0.206
87 H -1.658350 -6.299936 2.473701  0.363
88 H -2.875348 -5.763333 1.303346  0.307
89 H -3.968178 -6.114788 3.455167  0.153
90 H -3.944708 -4.371230 3.188249  -0.153
91 Cl -3.564567 2.654990 4.834558  -0.202
92 C -1.802119 2.421369 4.639078  0.138
93 C -1.081926 2.387421 5.959661  -0.445
94 Cl -1.092081 3.971366 6.781111  -0.195
95 H -1.433020 3.223893 4.006395  0.341
96 H -1.673485 1.472258 4.126198  -0.244
97 H -0.040317 2.120617 5.791136  0.303
98 H -1.530921 1.664821 6.635693  0.328
99 Cl -7.397211 -8.985365 5.318795  -0.189
100 C -6.616950 -7.443898 5.757095  -0.358
101 C -7.293101 -6.259638 5.118011  -0.445
102 Cl -7.076693 -6.229562 3.349278  -0.195
103 H -5.572520 -7.507564 5.462947  0.219
104 H -6.675161 -7.350452 6.839829  0.321
105 H -6.855302 -5.339587 5.503713  0.239
106 H -8.361532 -6.256090 5.315040  0.409

Forces on atoms 1 to 3 (eV/Å):
C -0.19 0.16 0.03
C -0.65 -0.19 -0.28
O 0.42 0.18 0.26

***

Going through the records in order, we get energy values of -2216.0490, -11961.9412 Eh.